Below is C58H70BN11OPS2Sc as an isolated structure, with properties calculated with the ωB97M-V functional and the def2-TZVPD basis.

The geometry in XYZ format:
```
145
Properties=species:S:1:pos:R:3:mulliken_charge:R:1
Sc -0.394 -1.150 0.143 -0.32
S -0.939 3.923 4.033 -0.10
S -0.112 1.399 0.665 0.46
P 2.702 2.755 2.318 1.08
O 1.862 -1.208 0.314 0.58
N -2.114 1.597 2.368 -0.03
N -0.273 -3.309 -0.031 1.89
N -3.094 -2.026 0.349 0.64
N -0.569 -1.241 -7.212 0.08
N 0.583 0.636 -6.823 -0.52
N -1.617 -1.730 2.374 1.31
N -0.238 -1.648 2.452 -0.25
N -1.262 -3.736 0.837 0.43
N 2.398 0.119 0.667 -0.15
N -2.640 -0.833 -0.178 0.35
N -0.268 -0.800 -2.069 2.23
C 2.979 0.629 -0.346 -0.69
C 1.722 -0.017 5.080 -1.62
C -4.319 -2.315 -0.119 0.18
C -2.110 2.649 4.610 -0.70
C -1.935 4.861 2.990 -0.79
C 5.843 4.354 4.357 -0.72
C 2.541 -1.621 3.356 -1.56
C -3.747 0.943 -1.726 2.73
C -1.142 -1.063 4.418 -0.78
C 1.076 3.570 2.164 -0.53
C -3.633 -1.465 3.812 -1.63
C -0.249 -0.724 -8.452 0.78
C 0.052 -1.282 3.700 -0.64
C -2.097 -5.846 1.885 -1.49
C -5.061 1.619 -1.297 -1.87
C -0.902 1.970 2.025 0.14
C 1.359 -2.482 5.366 -1.88
C -0.147 -0.555 -4.842 0.90
C -2.626 1.935 -1.476 -1.14
C 0.689 0.810 -10.518 -0.50
C -0.371 5.317 1.028 -0.98
C 1.694 -5.808 -1.997 -2.08
C 0.946 1.239 -9.238 -0.80
C 5.347 5.547 4.871 -0.49
C -3.643 -0.371 -0.965 -0.28
C -0.030 -0.377 -10.767 -0.42
C 3.461 2.978 0.629 0.25
C -0.005 2.853 2.884 0.65
C -3.819 0.642 -3.228 -1.83
C 1.680 -4.474 -1.238 2.56
C -2.167 -1.376 3.563 -0.17
C -0.127 -5.524 0.247 -1.14
C -0.905 -1.670 -2.865 -0.91
C 3.513 1.999 -0.390 1.04
C 4.722 3.520 -1.857 -0.98
C 5.035 3.545 3.581 -0.37
C 4.699 4.475 -0.857 -0.77
C -2.937 2.114 3.463 -0.98
C 2.897 -4.445 -0.299 -1.81
C -4.697 -1.288 -0.953 -1.22
C 1.796 -3.357 -2.268 -1.14
C 0.466 0.451 -8.186 0.51
C 0.809 4.600 1.304 0.34
C -1.181 -5.064 1.009 0.19
C 3.235 5.115 3.805 -0.11
C 0.427 -4.414 -0.383 -0.52
C -0.039 -0.380 -6.287 -0.40
C -0.868 -1.586 -4.242 -0.91
C 1.421 -1.331 4.347 2.53
C 3.725 3.922 3.282 -0.15
C 4.085 4.194 0.357 -0.63
C 0.493 0.367 -4.008 -0.79
C -5.068 -3.546 0.255 -1.26
C 4.043 5.923 4.597 -0.88
C -1.535 5.402 1.786 -0.36
C 0.405 0.211 -2.646 -1.01
C 4.133 2.292 -1.610 -0.99
C -0.513 -1.166 -9.747 -1.03
B -2.315 -2.787 1.440 -0.38
H 3.811 -4.591 -0.877 0.51
H -5.636 -1.203 -1.470 0.70
H -6.041 -3.543 -0.230 0.50
H -1.495 1.886 5.082 0.16
H -2.294 6.060 1.372 0.38
H 5.202 3.716 -2.805 0.44
H 2.008 -1.707 1.132 -0.51
H -3.981 1.568 -3.780 0.50
H 3.085 0.040 -1.256 0.43
H -3.580 1.304 3.804 0.52
H 0.919 0.259 5.766 0.28
H 3.484 -1.732 3.894 0.57
H -1.447 -2.469 -2.373 0.15
H 6.861 4.054 4.570 0.42
H -1.054 -2.103 -7.041 0.16
H -2.747 3.102 5.369 0.64
H 2.373 -2.575 2.841 0.28
H 0.467 2.128 3.566 -1.11
H 2.669 -0.793 2.660 0.14
H 2.754 -3.454 -2.781 0.73
H -5.937 1.016 -1.528 0.38
H 5.433 2.612 3.194 0.39
H 1.757 -6.665 -1.328 0.41
H 1.888 0.794 4.369 0.12
H 2.838 -5.237 0.448 0.38
H -3.564 2.912 3.061 0.63
H 2.224 5.429 3.582 0.39
H -4.637 -0.040 -3.463 0.38
H 5.978 6.176 5.486 0.41
H -5.220 -3.614 1.332 0.25
H 1.102 -3.425 4.880 0.36
H -1.812 -6.895 1.858 0.49
H -5.164 2.570 -1.820 0.49
H -2.839 5.188 3.486 0.76
H -4.533 -4.442 -0.064 0.19
H -3.080 -3.441 2.071 -0.12
H 1.496 2.148 -9.039 0.44
H -3.915 -2.479 4.099 0.30
H 0.886 0.921 -1.981 0.26
H 2.631 -0.125 5.672 0.55
H -1.235 -0.796 5.458 0.93
H 1.044 1.189 -4.442 0.68
H 4.100 4.955 1.125 0.51
H 1.648 4.908 0.688 0.34
H 2.568 -5.840 -2.647 0.46
H -1.650 1.537 -1.727 -0.08
H 2.333 -2.594 5.843 0.47
H -1.413 -2.320 -4.818 0.36
H 1.043 1.390 -11.359 0.40
H -4.213 -1.200 2.926 0.22
H -3.917 -0.806 4.631 0.57
H -1.066 -2.073 -9.947 0.39
H 5.158 5.443 -1.011 0.46
H -2.891 0.197 -3.584 0.26
H 0.622 -2.290 6.146 0.37
H 3.651 6.850 4.994 0.43
H -0.208 -0.674 -11.791 0.40
H -2.793 2.816 -2.098 0.62
H 4.166 1.528 -2.378 0.51
H -2.600 2.272 -0.440 0.05
H 0.805 -5.923 -2.619 0.44
H -3.133 -5.765 1.556 0.20
H 2.986 -3.491 0.217 0.08
H 1.769 -2.369 -1.820 -0.30
H -5.063 1.825 -0.224 0.32
H -2.047 -5.503 2.918 0.28
H -0.334 5.960 0.160 0.47
H -2.554 0.941 1.732 -0.17
H 0.194 -6.546 0.168 0.61
H 1.014 -3.431 -3.024 0.23
```

Computed properties:
Energy   -4852.7113 hartree
Orbital gap   5.7 eV
Charge   +2
E_HOMO   -10.80 eV
LUMO level   -0.18904 hartree

***

Below is a 3-piece molecular cluster, C4H12O4 overall, with properties calculated with the ωB97M-V functional and the def2-TZVPD basis.

The geometry in XYZ format:
```
20
Properties=species:S:1:pos:R:3:mulliken_charge:R:1
O 0.622 -2.035 1.920 -0.55
O -1.046 2.298 1.892 -0.59
O 0.296 3.052 -1.569 -0.62
O -1.202 -1.131 1.361 -0.50
C 0.948 -0.196 -2.552 -1.32
C 0.128 -0.409 -1.262 -0.59
C 0.013 -1.672 0.963 0.47
C 0.559 -1.639 -0.444 -0.43
H 1.687 -1.848 -0.497 0.34
H -1.752 -0.591 0.636 0.33
H 1.081 -1.152 -3.112 0.37
H -0.176 0.466 -0.763 0.65
H 2.048 0.171 -2.335 0.29
H -0.353 2.359 2.518 0.31
H -0.359 3.743 -1.507 0.30
H 0.253 -2.528 -0.908 0.35
H -0.866 -0.731 -1.629 0.26
H 0.434 0.534 -3.164 0.32
H 0.622 3.036 -0.658 0.30
H -1.857 2.559 2.364 0.30
```

Computed properties:
SMILES   CCCC(=O)O.O.O
Energy   -460.5377 hartree
Orbital gap   10.4 eV
E_HOMO   -9.98 eV
LUMO level   0.01419 hartree

***

Below is a 2-piece molecular cluster, C8H17PS3 overall, with properties calculated with the ωB97M-V functional and the def2-TZVPD basis.

The geometry in XYZ format:
```
29
Properties=species:S:1:pos:R:3:mulliken_charge:R:1
S -2.486 -2.999 0.029 -0.56
S -2.143 0.472 -1.501 -0.06
S -2.087 0.639 1.576 -0.10
P -4.409 1.603 0.058 -0.09
C 2.348 1.083 1.038 -1.82
C -2.878 0.621 0.045 0.34
C -0.455 -0.118 1.289 -0.57
C 2.268 0.650 -1.396 -1.85
C 2.124 -1.266 0.210 -1.86
C 0.178 0.363 -0.011 -0.21
C 1.724 0.187 -0.039 1.50
C -0.554 -0.338 -1.152 -0.32
H -5.026 0.857 1.061 0.09
H 2.098 0.748 2.042 0.38
H -0.026 -0.288 -2.100 0.30
H 1.870 1.626 -1.661 0.38
H -0.787 -1.381 -0.913 0.04
H -5.015 0.896 -0.978 0.08
H 3.351 0.730 -1.348 0.47
H -0.609 -1.199 1.291 0.38
H 3.432 1.064 0.952 0.47
H -0.002 1.443 -0.104 0.62
H 1.691 -1.924 -0.539 0.40
H 0.111 0.177 2.169 0.31
H -3.777 -2.743 -0.111 -0.02
H 3.207 -1.364 0.165 0.48
H 2.032 -0.054 -2.191 0.42
H 2.020 2.114 0.926 0.41
H 1.799 -1.599 1.192 0.38
```

Computed properties:
Energy   -1850.8347 hartree
Orbital gap (alpha / beta)   5.0 / 4.6 eV
E_HOMO (alpha / beta)   -6.72 / -6.47 eV
LUMO level (alpha / beta)   -0.06240 / -0.06868 hartree

***

Record-wise ΔE to the lowest compared entry with this formula, charge and spin values, in kJ/mol: 242.88; 118.10; 74.26
Record-wise F_max values, in eV/Å: 0.81; 4.35; 1.64